Entry 1:
C9H23BNORb as an isolated structure. Source: the OMol25 dataset; level of theory: ωB97M-V/def2-TZVPD.

Element x y z (Å)
Rb (2.29440, -2.03237, -0.28262)
B (4.53876, -4.46517, -0.36862)
H (5.42004, -4.79598, 0.15877)
H (4.82002, -3.62930, -0.99027)
H (4.34171, -5.27406, -1.05499)
H (3.74837, -4.13503, 0.28754)
C (-1.29598, 2.05711, -1.69647)
C (-0.13693, 1.50263, -0.83649)
C (0.06228, 2.43144, 0.41894)
C (-1.02222, 2.24665, 1.54900)
C (-1.06529, 0.78626, 1.99917)
C (-1.24932, -0.19819, 0.80502)
N (-0.34972, 0.08425, -0.36756)
O (-0.28446, -0.87243, -1.38312)
C (-0.91107, -1.63568, 1.24953)
C (-2.72817, -0.20020, 0.43759)
C (1.14886, 1.61046, -1.67571)
H (-1.15657, 3.03349, -2.16053)
H (-2.16341, 2.15286, -1.04340)
H (-1.62612, 1.29980, -2.40751)
H (1.05193, 2.45058, 0.87536)
H (-0.17978, 3.45619, 0.13720)
H (-2.03214, 2.55223, 1.27553)
H (-0.78827, 2.87434, 2.40887)
H (-1.87359, 0.67046, 2.72122)
H (-0.11348, 0.63086, 2.50711)
H (-1.09479, -2.37353, 0.46855)
H (0.09610, -1.55614, 1.65865)
H (-1.55571, -1.97584, 2.05999)
H (-3.34491, -0.85361, 1.05467)
H (-3.15063, 0.80398, 0.47277)
H (-2.84208, -0.58565, -0.57560)
H (2.04509, 1.19024, -1.21933)
H (1.45524, 2.59028, -2.04203)
H (1.03392, 0.96154, -2.54392)
H (-1.09211, -0.80230, -1.89732)

Results
Lowest unoccupied orbital energy: -0.303 eV
ΔE to the lowest compared entry with this formula, charge and spin: 49.7 kcal per mole
Kohn-Sham gap: 7.40 eV
E_tot: -535.47934 Ha
2S+1: 1

Entry 2:
A 2-piece molecular cluster, C9H23BrO4P2 overall. Source: the OMol25 dataset; level of theory: ωB97M-V/def2-TZVPD.

Element x y z (Å)
C (2.63198, -2.75350, -0.26445)
C (2.12913, -2.48989, -1.66919)
O (0.73076, -2.14528, -1.69152)
P (0.21256, -0.69635, -1.28523)
O (0.40146, -0.31872, 0.12672)
C (0.89217, 0.47514, -2.48460)
C (2.25993, 1.12018, -2.21203)
P (2.33060, 2.40796, -0.86249)
Br (3.23286, 1.23216, 0.80698)
O (-1.29526, -0.80881, -1.76156)
C (-2.37317, -0.78959, -0.79500)
C (-3.64090, -1.26605, -1.48316)
H (2.38079, -1.92498, 0.39830)
H (3.71822, -2.86728, -0.28407)
H (2.19752, -3.67196, 0.13231)
H (2.70580, -1.69966, -2.15912)
H (2.20615, -3.37853, -2.29553)
H (0.12652, 1.25863, -2.51552)
H (0.88324, 0.00956, -3.47416)
H (3.04472, 0.39608, -1.98906)
H (2.56814, 1.63185, -3.12841)
H (0.97982, 2.27686, -0.49588)
H (-2.46699, 0.22790, -0.41694)
H (-2.09400, -1.42719, 0.04496)
H (-3.83080, -2.32341, -1.29797)
H (-3.55059, -1.12267, -2.56002)
H (-4.50487, -0.69914, -1.13413)
C (-0.15688, 1.89724, 3.87170)
C (-1.04648, 2.09917, 2.65620)
C (-2.12282, 1.03033, 2.55564)
O (-0.26327, 2.14784, 1.46659)
H (0.35415, 0.93258, 3.80491)
H (0.59943, 2.68002, 3.92367)
H (-0.74000, 1.90963, 4.79431)
H (-1.51998, 3.08284, 2.71517)
H (-1.66224, 0.04431, 2.44843)
H (-2.75493, 1.20962, 1.68648)
H (-2.75250, 1.01942, 3.44732)
H (0.18973, 1.29373, 1.38038)

Results
Lowest unoccupied orbital energy: 0.620 eV
Kohn-Sham gap: 9.59 eV
SMILES: CCOP(=O)(CCPBr)OCC.CC(C)O
E_tot: -3914.50040 Ha
2S+1: 1

Entry 3:
C9H23ClN2O5Ti as an isolated structure. Source: the OMol25 dataset; level of theory: ωB97M-V/def2-TZVPD.

Element x y z (Å)
Ti (-0.67749, -0.51538, 0.06485)
Cl (-0.55493, -2.87235, -1.33791)
O (-4.10686, 0.25850, 2.08551)
C (-3.86047, -0.83288, 1.29364)
O (-2.96783, -0.72698, 0.41804)
O (-4.57330, -1.84839, 1.52169)
H (-4.86729, 0.00417, 2.61885)
C (1.07291, 1.80150, 3.50696)
C (0.86428, 0.88104, 2.31220)
C (0.66487, -0.53500, 2.83137)
O (0.55306, -1.45863, 1.77352)
C (0.51256, -2.80332, 2.18898)
N (-0.27337, 1.33401, 1.46632)
H (1.92133, 1.63968, 4.17088)
H (0.15861, 1.72439, 4.11396)
H (1.09043, 2.86580, 3.24998)
H (1.72058, 0.89444, 1.63197)
H (-0.28015, -0.55709, 3.39759)
H (1.43772, -0.77709, 3.57145)
H (1.49134, -3.13665, 2.57919)
H (0.35350, -3.41713, 1.30386)
H (-0.19862, -2.98488, 2.99971)
H (-0.01515, 2.30067, 1.20247)
H (-1.01656, 1.61782, 2.12221)
C (2.24588, 0.17118, -1.44156)
C (1.28083, 0.75160, -2.44270)
C (1.17031, -0.14198, -3.67864)
O (0.47038, 0.40813, -4.78013)
C (-0.94553, 0.33414, -4.70490)
N (-0.01185, 1.10731, -1.84064)
H (3.18202, -0.03257, -1.96360)
H (1.84073, -0.76784, -1.04719)
H (2.33812, 0.86243, -0.60351)
H (1.70627, 1.65827, -2.90775)
H (0.69868, -1.10501, -3.43401)
H (2.13780, -0.44693, -4.07633)
H (-1.33077, 1.35385, -4.58165)
H (-1.33276, -0.31836, -3.92160)
H (-1.28149, 0.00433, -5.69114)
H (0.04437, 2.00869, -1.36991)
H (-0.66214, 1.29648, -2.60205)

Results
Lowest unoccupied orbital energy (spin up / spin down): 2.538 / 2.358 eV
Charge: -1
ΔE to the lowest compared entry with this formula, charge and spin: 18.7 kcal per mole
Kohn-Sham gap (spin up / spin down): 3.15 / 7.24 eV
E_tot: -2152.11365 Ha
2S+1: 4